Entry 1:
Here is a molecular structure, C44H66F3O34V at a distorted geometry from the OMol25 dataset. Energies are from wB97M-V/def2-TZVPD.

Positions of all 148 atoms, in Å:
V 0.682233 0.936531 2.219690
F -4.098857 -0.520939 1.329990
F -3.165277 0.478801 -0.173180
F -3.174477 -1.637969 -0.259010
O -1.264677 3.159531 3.452060
O 5.793373 2.939401 0.765510
O -7.481707 1.246351 1.819130
O 4.320933 -1.220799 -2.770970
O -0.210687 2.598381 0.711010
O -1.726117 -0.475279 8.233000
O 4.072593 2.156481 -0.524930
O 2.265983 -2.759959 1.569080
O -5.898087 3.875641 1.830520
O -0.046027 -4.662009 0.141130
O 2.878253 -2.910029 3.721450
O -7.177847 0.047871 -0.069840
O -1.033297 4.332381 -0.467470
O 5.325223 -2.887649 -3.833190
O 5.771083 -0.840379 -4.543310
O -6.549077 4.418071 3.904360
O -0.207867 1.235781 8.184470
O -1.746457 -4.382289 -1.238970
O 5.384363 3.692211 -1.400770
O 3.574683 -2.540149 -7.483520
O -0.410657 5.116821 2.765890
O -0.245157 -5.800519 -1.800970
O -0.625287 4.649021 4.928090
O -4.580857 3.321171 3.450630
O -0.473737 -0.388549 0.636570
O -0.551307 -0.222229 6.398040
O 1.539723 -1.129289 3.037380
O 1.070513 4.234461 -0.124070
O 1.888163 1.076481 1.225190
O 3.577513 -0.445189 -6.589840
O 1.829613 -1.769779 -6.400690
O 1.118653 1.555281 3.589410
O -1.412837 0.127801 2.554990
O -7.643517 -1.063509 1.760050
C -7.461367 0.144001 1.255970
C 0.480253 -0.934439 -4.617000
C -4.374497 3.984331 0.035750
C -0.735757 -2.363149 5.476800
C -7.392277 -1.248699 -0.590640
C -0.873067 3.536841 5.719590
C -0.517227 5.530881 -0.996740
C 3.606303 2.373641 -1.853400
C -1.526987 -1.219649 6.098260
C 0.856973 5.584121 -0.382800
C -0.675237 -4.977949 -0.845480
C -2.384997 -3.551809 -3.419770
C 4.790653 3.074811 -2.520550
C 5.107123 -1.566949 -3.678650
C 1.268073 -0.751249 -1.056950
C -2.085647 -1.586989 7.488130
C -0.756737 4.356121 3.621430
C 6.456613 -3.102119 -4.690360
C -0.963187 -5.690409 -2.958040
C 2.667383 0.104361 -5.578460
C -3.035727 -0.575589 0.557990
C -1.755997 4.026071 6.860880
C 6.092583 -4.297449 -5.574390
C 2.894773 -4.006689 1.578240
C 5.199733 2.934961 -0.300090
C -1.654427 2.682381 4.697160
C -7.317497 -2.035589 0.744890
C 2.122573 -2.180229 2.784900
C 5.830473 2.175911 -3.242470
C 3.040523 -1.667079 -6.870800
C 6.538433 -1.713029 -5.397550
C -0.781947 0.298521 7.650540
C -4.896947 3.093181 1.175900
C -0.186477 -1.103619 -0.637880
C 3.887363 -4.014359 0.371210
C -1.605307 -0.707769 1.390830
C -3.918357 2.922221 2.261260
C 1.324983 -0.642359 -5.833800
C -2.133627 -4.823429 -2.532530
C -5.737147 3.959061 3.137170
C 3.504773 -3.987689 3.020060
C -6.283007 -1.551229 -1.641430
C -0.043857 3.614921 0.037520
C 2.030573 6.126371 -1.275630
H -0.280447 -5.217659 -3.664070
H -2.204737 -0.768359 5.373630
H -5.342167 2.158421 0.835170
H -0.521717 -1.253129 -4.904390
H 3.465453 1.411131 -2.345170
H -0.895327 -0.823759 -1.417170
H 2.158563 -4.809719 1.613570
H 2.092463 -0.966469 -0.377130
H -4.102717 4.974171 0.402410
H 0.807763 6.095731 0.578420
H -0.995717 6.476021 -0.740110
H -2.648877 4.563001 6.540590
H -3.511287 1.911771 2.298480
H 2.756633 3.046451 -1.737330
H 4.829933 -3.571769 0.693350
H 5.266773 -4.069659 -6.248380
H -2.640467 -3.897719 -4.421360
H 2.909273 5.873711 -0.682220
H 1.849823 7.200991 -1.250350
H 4.189583 -5.037429 0.147400
H 6.656053 2.826051 -3.532030
H 6.221153 1.399601 -2.584590
H -0.257057 -2.191159 -0.618130
H -2.722867 2.731791 4.907120
H 7.600863 -1.487159 -5.488720
H -0.451167 -2.041929 4.474830
H -6.142897 -0.724079 -2.337340
H -1.687277 -2.484419 7.961450
H 2.452203 1.153961 -5.778770
H -6.427457 -2.613509 0.993750
H 0.266163 -0.053099 -4.012420
H -6.458027 -2.510629 -2.128280
H 0.859473 -1.809879 -4.089830
H -3.100347 3.583211 1.974800
H -1.366377 1.633311 4.764880
H 0.758423 -0.147759 -6.622780
H 6.220013 -1.826009 -6.433860
H -3.009877 -5.456679 -2.393640
H -8.082007 -2.811079 0.792240
H 2.176073 5.783511 -2.300020
H -3.259927 -3.114959 -2.938340
H -1.527277 -2.882259 -3.484030
H 1.282703 0.312881 -1.292560
H 3.481763 -3.562589 -0.534050
H 4.567463 -3.749549 2.974470
H 3.049783 -0.032889 -4.567010
H -5.093607 4.142381 -0.767990
H -2.103477 3.240041 7.531340
H 4.397883 3.771031 -3.261570
H 5.427163 1.693181 -4.132640
H -1.468907 -6.597299 -3.289530
H -1.380847 -3.239499 5.413940
H 1.515563 -1.222079 -2.008350
H -3.162407 -1.629069 7.324060
H -3.467317 3.579001 -0.412400
H 0.050503 3.032521 6.003810
H -8.341737 -1.547739 -1.034710
H 3.402213 -4.971519 3.477960
H -5.300757 -1.662599 -1.182200
H -1.451517 -1.748699 1.675290
H 0.167493 -2.791779 5.910970
H -1.143507 4.687511 7.473630
H 5.955053 -5.127789 -4.881780
H 6.941123 -4.692509 -6.132980
H 7.287093 -3.377709 -4.040390
H -0.484297 5.477051 -2.084920

Cartesian forces (eV/Å) of the 3 atoms listed first:
-1.5358 -0.7790 -0.5399
-0.8776 -0.8661 1.6113
0.8550 2.2117 -1.8339

Calculated values
ΔE to the lowest compared entry with this formula, charge and spin   56.8 kcal per mole
Electronic energy   -5518.02784 a.u.

=====

Entry 2:
Here is a molecular structure, C44H66Ge2LiO2Se from the OMol25 dataset. Energies are from wB97M-V/def2-TZVPD.

Positions of all 116 atoms, in Å:
Se -1.810474 -2.377101 -1.163594
Ge 1.490416 -1.026553 3.163784
Ge 1.524698 0.809602 1.567165
O 1.165374 -1.696814 -0.486313
O -1.648300 -0.486209 1.249116
C -1.214772 -1.585567 4.215506
C 0.148207 -1.563446 -6.074057
C 0.459483 -1.729593 -4.589704
C -0.570368 -1.899670 -3.673206
C -3.383137 1.792889 1.954031
C 1.862212 0.813350 5.690873
C 4.175305 -0.596419 -2.427031
C 4.269447 -2.894691 -3.357701
C 4.379889 1.527868 1.999511
C 3.607602 -2.686697 4.380946
C -0.588098 -2.803544 -6.599760
C 1.744884 -1.762911 -4.070300
C -0.327781 -1.972504 -2.317172
C 1.414801 -1.376134 -6.911079
C 1.619281 0.638686 4.246623
C 1.469523 1.647286 3.367553
C 0.788684 3.126527 0.043846
C -5.544777 2.974494 -2.553746
C -3.969550 1.859783 -4.108721
C 2.318569 1.134361 8.437440
C -0.740986 -0.329445 -6.272254
C -4.098279 1.054674 -1.742371
C 3.182496 -2.047123 3.062997
C 3.538281 -1.986364 -2.352270
C 2.523832 1.941393 6.182528
C 1.678907 -0.000508 7.962167
C -6.008816 0.655158 -3.307552
C 0.984302 -1.844515 -1.763990
C -4.898033 1.633993 -2.905410
C 3.421250 0.935137 0.979653
C -2.642531 -0.668915 -0.889446
C 0.079108 -2.259288 3.795298
C 1.462483 -0.162226 6.602845
C 2.745638 2.102667 7.539856
C -4.089644 0.793518 2.880770
C -4.224289 3.071188 1.939382
C -2.015758 2.175353 2.536194
C 2.048812 -1.884834 -2.717281
C -3.282884 1.144942 0.573798
C 3.809655 -2.601368 -0.975727
C 0.472349 1.634523 0.121985
C -2.489172 -0.031939 0.370816
C -3.418314 -0.142041 -1.899967
C -4.023959 1.650420 -0.485480
Li -0.202227 -1.414454 0.649298
H 0.469229 3.645923 0.950007
H 0.974253 -1.057343 6.241474
H -4.526648 2.268110 -4.956344
H -1.596699 -1.974397 -4.014336
H -5.597030 -0.309785 -3.600001
H -2.150889 2.605029 3.532345
H -0.829499 -2.689575 -7.660016
H 3.379181 -3.602773 -0.914185
H 4.891840 -2.688784 -0.834002
H -0.234218 0.569971 -5.920787
H -0.591529 1.476254 0.257267
H 3.379920 -2.020402 -0.171349
H 3.749253 -0.060365 0.678312
H -1.525752 2.928563 1.913298
H 5.404671 1.558227 1.619840
H 1.980436 -0.501711 -6.586406
H 1.145858 -1.232338 -7.959836
H 4.307536 -2.473722 -4.361525
H 3.063944 -2.804132 2.283196
H -6.690753 0.486110 -2.473175
H -4.248943 3.491535 2.947048
H -4.588682 2.557066 -0.320365
H -1.519010 -2.969110 -6.058877
H -3.500748 0.930565 -4.429877
H -4.799774 3.710838 -2.249585
H 4.386320 0.953564 2.928010
H 3.711803 0.083541 -1.717039
H 1.349899 -0.768163 8.652299
H 4.094789 2.547014 2.268211
H 0.278316 3.595501 -0.800203
H -3.799238 3.825608 1.274858
H -3.171321 2.557388 -3.850934
H -1.042836 -0.834589 4.988679
H -6.069395 3.367347 -3.427438
H 0.537518 -2.806490 4.628032
H 1.465028 2.688431 3.684894
H 3.263058 2.984142 7.898438
H -3.562783 -0.154702 2.892837
H 4.054315 -0.174071 -3.426058
H -1.364424 1.313191 2.612246
H 2.493227 1.258141 9.498535
H 3.960798 -1.371083 2.706189
H 4.562509 -3.210254 4.293102
H 2.873405 -3.415052 4.728434
H 0.028796 -3.695043 -6.478740
H -6.272078 2.873419 -1.746382
H -0.113148 -3.012325 3.025249
H 3.787560 -3.871328 -3.417210
H 5.245494 -0.648279 -2.202894
H -3.485073 -0.688412 -2.834029
H 0.761013 1.127747 -0.801611
H 2.069515 -2.246538 -6.850597
H 1.857621 3.312780 -0.079378
H -1.673310 -0.418965 -5.716471
H -4.134933 1.182328 3.901479
H -5.255071 2.883873 1.633370
H -0.986803 -0.199148 -7.329087
H -1.938180 -2.305925 4.605422
H -5.109371 0.610867 2.534839
H 5.302262 -3.039576 -3.030014
H 3.716336 -1.937802 5.168446
H 3.425135 1.540428 0.069206
H -6.583432 1.047471 -4.150510
H -1.654871 -1.082583 3.359368
H 2.878864 2.687122 5.483850
H 2.573402 -1.690271 -4.759364

Cartesian forces (eV/Å) of the 3 atoms listed first:
0.0316 -0.1024 -0.0202
0.0833 -0.1127 0.0279
0.0647 0.2836 -0.1100

Calculated values
Net charge   -1
Electronic energy   -8429.62302 a.u.

=====

Entry 3:
Here is 11 unconnected molecules or ions with the total composition C44H66O33 at a distorted geometry from the OMol25 dataset. Energies are from wB97M-V/def2-TZVPD.

Positions of all 143 atoms, in Å:
O -2.928511 6.016134 -0.514532
O 0.346469 -1.129896 -3.475652
O 0.263109 0.050894 5.196888
O -1.429371 4.557014 6.041488
O -3.133061 5.953734 -4.642522
O 3.527399 -3.854776 -2.295912
O 2.248779 -5.511776 -2.742432
O 3.670589 -5.688136 -1.045172
O 5.985419 -2.352906 5.545188
O 5.531679 1.036834 -6.165642
O -5.016671 -0.148916 -5.548092
O 2.334489 -0.351376 5.778218
O 1.657399 1.649424 4.921348
O 1.786369 -2.241706 2.932528
O -1.855371 7.676494 0.710538
O -4.195431 3.979344 -4.312462
O -2.093421 3.921414 -4.502282
O 5.790959 -0.045506 5.208298
O -5.991041 -1.262026 -3.717552
O 4.492619 0.701484 -4.160072
O 0.520739 -0.550466 2.032638
O -2.600901 6.370204 5.269458
O -1.416401 5.552564 1.151028
O -2.665781 4.333014 4.228268
O -5.739451 -1.653356 4.906748
O -4.792641 -2.625306 3.145748
O -0.505371 -1.904516 -5.381792
O -3.495191 -1.317756 4.292628
O 4.472409 2.699874 -5.012202
O 0.683739 -0.203146 -5.535522
O 0.937079 -2.352426 0.799918
O 5.021479 -1.604436 3.765808
O -3.932371 -1.924056 -4.524622
C 1.795279 -1.579966 6.023838
C -5.024521 -1.027206 -4.686432
C 0.262679 -1.284696 5.866148
C -3.151311 4.720834 -4.549522
C 0.268169 -0.380056 -6.804372
C -2.818371 -1.672296 3.086858
C 1.116389 -1.787226 2.028688
C -4.745021 -1.857066 4.211538
C 4.885589 1.419924 -5.225952
C 3.200739 -5.094436 -2.023302
C -5.429911 -2.200226 -2.773702
C -3.852031 -2.536436 0.989008
C -1.604341 2.353814 3.336398
C 0.521489 1.097974 0.421268
C 5.567369 -1.244546 4.912858
C 1.454639 0.494004 5.203378
C -3.839751 2.744804 -3.865082
C -1.535011 3.145574 5.878508
C 3.572719 1.141204 -2.059342
C 1.847139 -4.473836 -3.655522
C -2.439151 2.594934 -4.308652
C 3.523169 -2.596506 -4.237012
C -0.086551 -0.257246 0.790878
C -2.244001 5.191984 5.189238
C -0.279501 -1.794436 -6.783752
C 0.593009 5.656054 2.227248
C 5.068539 -2.975646 3.622988
C 3.356339 1.320474 -3.497742
C -1.485541 1.866404 -3.325512
C 4.750479 -4.392646 5.645618
C 0.325439 -1.419286 -0.012832
C -2.886691 -2.859606 -2.593702
C -3.564801 -2.788766 2.507258
C -0.979201 7.709444 1.795648
C 0.144059 -1.065736 -4.725322
C -1.718981 -1.873826 -7.398702
C -0.812631 6.264274 2.193908
C -4.172011 -2.808296 -3.443932
C 3.489169 2.784164 -4.074372
C -2.143431 6.371054 0.372608
C 5.649189 -3.500376 4.824918
C -2.310071 2.962794 4.603118
C 2.656259 -3.288746 -3.196692
C 2.309529 -2.163116 7.347448
H 5.325719 -4.539696 6.559728
H 3.716869 -4.125296 5.865308
H -2.824041 -1.978456 -1.955142
H -0.269541 -1.254996 6.816908
H 2.465909 0.794274 -3.841792
H -3.158031 -3.783456 2.689568
H 1.107209 6.096544 3.081448
H -1.143981 -0.113056 1.012588
H -2.055741 2.709104 6.730818
H -2.440911 2.087604 2.690348
H -3.957991 2.591874 -2.792362
H 4.866309 -5.430506 5.333338
H -0.969101 1.476254 3.456608
H -2.203681 -2.787956 -7.055902
H -3.160021 2.303674 4.779908
H -0.011491 8.152814 1.560998
H 2.788959 1.361184 -1.334472
H 3.371969 -2.395156 7.421498
H 4.129069 -1.753356 -3.905202
H 3.963739 0.125414 -2.001272
H 0.601109 4.583034 2.418748
H 4.435449 1.739864 -1.767092
H 0.403839 1.878024 1.173438
H -0.551431 2.683544 5.793788
H -1.589801 8.123044 2.598268
H -1.821691 -1.904956 3.461808
H -1.708521 -1.888796 -8.488552
H 6.542289 -4.107086 4.675348
H -2.306651 -0.979776 -7.190312
H -0.645431 -1.674666 -0.437442
H 4.078009 -3.398386 3.454958
H -2.005601 -2.772236 -3.229442
H 2.503139 3.022134 -4.473392
H -0.900271 3.082824 2.935248
H -1.425021 2.258074 -2.310112
H -5.260611 -1.687116 -1.827042
H 0.455349 -2.512316 -7.148082
H 1.806459 -3.109356 7.546568
H -2.397951 2.106544 -5.282232
H 5.720829 -3.194276 2.777518
H 1.098839 5.930544 1.301558
H -2.793331 -3.788376 -2.030882
H 4.317329 -3.192896 -4.686152
H 1.942739 -2.707646 -2.612482
H 2.027519 -2.273986 5.216058
H -0.517361 1.700744 -3.798052
H -1.807171 0.826804 -3.263222
H -4.399771 1.930244 -4.324402
H 1.600739 1.022214 0.288658
H 1.987349 -4.777506 -4.692932
H -4.358571 -3.801626 -3.852092
H -1.428561 6.080964 3.074318
H -2.771611 -0.794586 2.442228
H -0.526481 0.327634 -7.040572
H 2.196889 -1.460156 8.172828
H 0.801909 -4.180576 -3.557542
H 0.167939 1.474834 -0.538462
H -4.297911 -1.547856 0.879478
H 3.705009 3.344464 -3.164662
H 1.056279 -0.518906 -7.544442
H -2.982231 -2.527166 0.332158
H -0.352501 -1.973356 5.287008
H 0.997529 -1.042026 -0.783592
H -4.599871 -3.257666 0.659358
H 2.869759 -2.233216 -5.030222
H -6.123391 -3.039256 -2.717062

Cartesian forces (eV/Å) of the 3 atoms listed first:
2.4918 1.1505 2.7249
-0.8459 0.7303 -3.8402
-3.2435 -3.8739 0.8424

Calculated values
ΔE to the lowest compared entry with this formula, charge and spin   169.0 kcal per mole
Structure (SMILES)   C[C@H]1COC(=O)O1.C[C@H]1COC(=O)O1.C[C@H]1COC(=O)O1.C[C@H]1COC(=O)O1.C[C@H]1COC(=O)O1.C[C@H]1COC(=O)O1.C[C@H]1COC(=O)O1.C[C@H]1COC(=O)O1.C[C@H]1COC(=O)O1.C[C@H]1COC(=O)O1.C[C@H]1COC(=O)O1
Electronic energy   -4199.09798 a.u.